Record 1
ORCA calculation (ωB97M-V/def2-TZVPD) on 8 unconnected molecules or ions with the total composition C15H42F3O10S.

lowest unoccupied orbital energy: 2.03 eV
relative energy (zero: lowest compared OMol25 entry of this formula, charge and spin): 15.1 kcal per mole
HOMO level: -5.5 eV
calculated total energy: -55696.57683 eV
charge: -1

Atoms and positions in Å:
C  0.60884  2.14918  0.40917
F  1.68805  1.55855  -0.12970
F  0.47114  3.44185  0.01987
F  -0.50533  1.46106  0.03195
S  0.63145  2.13780  2.27891
O  1.97695  2.76222  2.49036
O  -0.50294  3.00813  2.66761
O  0.44361  0.82186  2.83635
C  -4.24181  5.61034  -1.10423
C  -5.04330  6.08445  0.08150
O  -4.40765  5.60558  1.25377
H  -4.08100  4.53412  -1.16733
H  -3.24100  6.01563  -0.95524
H  -4.87761  5.79637  -1.96983
H  -6.03660  5.68935  -0.13149
H  -5.09178  7.17209  0.13436
H  -3.51690  5.37980  0.97595
C  6.38919  -2.97788  3.69735
C  5.82112  -1.59245  3.33439
O  5.71913  -0.75568  4.49317
H  6.37673  -3.64811  2.83784
H  5.88148  -3.63310  4.40517
H  7.42649  -2.80717  3.98536
H  4.81108  -1.77537  2.96772
H  6.39324  -1.22142  2.48405
H  5.16870  -1.30282  5.05820
C  -2.56810  -2.42535  6.82269
C  -3.53903  -1.27659  6.67053
O  -2.85688  -0.12274  6.11889
H  -2.21925  -2.84973  5.88125
H  -3.07407  -3.22366  7.36564
H  -1.65729  -2.26020  7.39824
H  -3.91088  -1.05254  7.67035
H  -4.41520  -1.54106  6.07852
H  -2.23399  -0.38372  5.43661
C  4.65130  5.01384  -3.03646
C  5.56576  5.43112  -1.86656
O  4.88547  5.28702  -0.62778
H  3.73534  5.58582  -3.18466
H  4.39806  3.97561  -2.82185
H  5.20565  4.93937  -3.97200
H  5.86654  6.42648  -2.19351
H  6.43654  4.77553  -1.86006
H  3.98234  5.60644  -0.69047
C  0.14945  -5.74472  -0.26856
C  0.12301  -4.28861  0.32669
O  0.70505  -4.38412  1.62155
H  -0.15876  -6.47251  0.48205
H  1.08388  -6.03512  -0.74877
H  -0.59682  -5.67304  -1.05979
H  -0.91847  -4.06333  0.55621
H  0.58849  -3.62878  -0.40547
H  0.56445  -3.49535  1.95609
C  0.27823  -2.62705  -5.61036
C  1.47896  -2.19884  -6.36005
O  2.18378  -1.26221  -5.60215
H  -0.03418  -1.82778  -4.93828
H  0.57001  -3.49021  -5.01210
H  -0.55542  -3.01514  -6.19560
H  1.18254  -1.59356  -7.21671
H  2.01861  -3.07080  -6.72958
H  1.71194  -1.08344  -4.78544
C  -5.18270  -0.91202  -3.64936
C  -5.38438  -2.33312  -3.05186
O  -4.31724  -3.28329  -3.31926
H  -4.99956  -1.08357  -4.71009
H  -4.28601  -0.50784  -3.17959
H  -5.97379  -0.18321  -3.47298
H  -6.29177  -2.79175  -3.44479
H  -5.63666  -2.26872  -1.99341
H  -4.81655  -4.10204  -3.36325

---

Record 2
ORCA calculation (ωB97M-V/def2-TZVPD) on a molecular structure, C5H16N2O3PS.

lowest unoccupied orbital energy: -3.24 eV
relative energy (zero: lowest compared OMol25 entry of this formula, charge and spin): 6.9 kcal per mole
HOMO level: -11.5 eV
calculated total energy: -34684.06349 eV
charge: +1

Atoms and positions in Å:
C  0.49895  0.12557  2.18099
C  1.87910  -0.70333  2.26429
C  0.26863  0.54599  0.73328
C  -1.07890  -1.47016  -0.04178
C  -1.88300  -0.98274  -1.22458
N  1.80823  -1.93834  1.43049
N  0.22909  -0.65618  -0.11116
O  -2.37110  1.53664  -0.61940
O  -1.10045  2.82469  -2.32363
O  0.89512  2.83291  -3.75450
P  0.00103  3.73756  -2.73398
S  -1.58821  0.70002  -1.80550
H  0.55255  1.08738  2.69030
H  -0.33555  -0.47752  2.50210
H  1.95270  -1.09752  3.35847
H  2.68157  -0.06878  2.08974
H  -0.64786  1.03354  0.63228
H  1.05722  1.21811  0.41373
H  -1.61822  -1.50049  0.90675
H  -0.64934  -2.51907  -0.17157
H  -1.52400  -1.48942  -2.17299
H  -2.98709  -1.22620  -1.08350
H  2.78539  -2.31012  1.41328
H  1.09453  -1.37311  0.24480
H  1.19796  -2.58070  1.92444
H  0.29742  -0.48509  -1.17649
H  -2.95562  2.13888  -1.08370
H  1.53987  3.09751  -4.48215

---

Record 3
ORCA calculation (ωB97M-V/def2-TZVPD) on 5 unconnected molecules or ions with the total composition C20H25N5.

lowest unoccupied orbital energy: 0.48 eV
relative energy (zero: lowest compared OMol25 entry of this formula, charge and spin): 217.2 kcal per mole
HOMO level: -7.7 eV
structure (SMILES): c1cc[nH]c1.c1cc[nH]c1.c1cc[nH]c1.c1cc[nH]c1.c1cc[nH]c1
calculated total energy: -28587.17838 eV

Atoms and positions in Å:
N  39.46200  57.41800  7.15800
C  39.01600  56.21400  6.55500
C  40.08000  55.32800  6.69300
C  41.22300  56.07300  7.29200
C  40.80400  57.29700  7.44600
H  38.76500  58.34000  7.14600
H  38.21900  56.01700  6.21200
H  40.13500  54.32600  6.24500
H  42.33500  55.38200  7.51600
H  41.24600  58.18200  7.87100
N  40.37300  53.60200  9.45400
C  41.59400  52.97000  9.44400
C  41.48300  51.84800  10.25500
C  40.06500  51.80500  10.76300
C  39.39300  52.97600  10.28100
H  40.26700  54.43600  8.93000
H  42.44300  53.43700  8.90900
H  42.13400  51.10600  10.20800
H  39.74200  50.94400  11.42400
H  38.34600  53.38200  10.41700
N  38.46500  56.68700  9.81700
C  37.24200  56.10800  9.85000
C  37.18800  55.58600  11.14200
C  38.48500  56.00600  11.87300
C  39.22700  56.71600  10.89300
H  38.95800  56.92600  8.91800
H  36.72300  55.88200  8.83500
H  36.34800  54.85700  11.31800
H  38.78100  55.68700  12.69200
H  39.98900  57.24800  11.13500
N  38.44900  60.61400  6.94600
C  37.49300  59.84300  6.33300
C  36.94500  59.18300  7.35000
C  37.67000  59.52500  8.55700
C  38.64800  60.31500  8.33900
H  38.81400  61.49200  6.68400
H  37.14700  59.85100  5.38600
H  35.98000  58.55700  7.25100
H  37.43500  59.12600  9.57800
H  39.50400  60.85400  8.78000
N  33.34900  56.82800  7.94500
C  33.61200  55.46800  8.19600
C  33.51100  54.94000  7.04600
C  33.14200  55.91100  5.98900
C  32.96400  57.09300  6.73000
H  33.41400  57.57200  8.58700
H  33.91200  55.07300  9.09700
H  33.74100  53.82800  6.87100
H  32.84600  55.60400  5.04500
H  32.60000  58.06100  6.47700

---

Record 4
ORCA calculation (ωB97M-V/def2-TZVPD) on a molecular structure, C3H4N2O3.

lowest unoccupied orbital energy: -0.47 eV
relative energy (zero: lowest compared OMol25 entry of this formula, charge and spin): 160.7 kcal per mole
HOMO level: -8.3 eV
calculated total energy: -12292.02534 eV

Atoms and positions in Å:
C  0.15292  0.20967  0.50903
C  0.43791  -0.18249  -1.73803
C  -0.93889  -0.37821  0.02056
H  -0.58200  0.94640  2.51766
H  1.60123  -0.13419  2.35988
H  2.35630  -0.07354  -0.48696
H  -2.87587  -0.24035  -0.49206
N  0.74706  0.74662  1.76455
N  1.10416  0.33207  -0.56008
O  0.95170  -0.27276  -2.78596
O  -0.79064  -0.46378  -1.41016
O  -2.16388  -0.48944  0.30157

---

Record 5
ORCA calculation (ωB97M-V/def2-TZVPD) on a molecular structure, C25H39Cl5F3N3O8P2.

lowest unoccupied orbital energy: -0.69 eV
HOMO level: -7.5 eV
calculated total energy: -136739.81177 eV

Atoms and positions in Å:
C  2.71632  -2.61874  1.54906
C  2.62845  -1.50289  1.16739
C  2.47702  -0.12570  0.69747
C  1.07419  0.48715  0.48619
C  0.51064  -0.10365  -0.85883
C  0.84920  -1.60470  -1.06156
C  0.46187  -2.31750  -2.35282
O  1.65966  -2.56391  -3.08294
C  1.40635  -3.00525  -4.38487
C  2.67613  -3.62066  -4.97858
F  2.98791  -3.04211  -6.17059
F  2.51186  -4.95123  -5.22250
F  3.75165  -3.48675  -4.16905
C  -0.87250  0.42416  -1.29167
C  -1.04545  0.73998  -2.82319
C  0.04613  1.06402  -3.82326
O  1.08237  0.07039  -3.82307
C  2.26954  0.50868  -4.34992
O  2.37410  0.75501  -5.51347
C  3.40833  0.61748  -3.38456
C  4.64673  -0.11646  -3.91953
C  -2.17100  -0.35811  -0.94850
C  -2.21900  -1.84690  -1.13053
O  -1.81939  -2.67118  -0.39464
Cl  -3.07499  -2.34519  -2.62712
C  -1.03629  1.75024  -0.48206
Cl  0.00433  3.01391  -1.31378
C  -0.93454  1.69906  1.07892
P  -2.79073  1.68652  1.60059
N  -3.33220  0.25986  1.95150
P  -0.16090  3.57681  1.40695
O  -0.14789  3.79554  3.01105
Cl  -1.84792  4.66395  0.95307
N  0.03130  0.60404  1.67134
C  -0.51621  -0.83109  1.85058
C  -0.68158  -1.56791  3.19384
C  -1.92180  -1.40377  4.06111
Cl  -0.68664  -3.30540  2.63249
C  0.63278  1.18981  2.98286
Cl  2.07148  0.26064  3.60146
C  -0.15283  1.29347  4.30790
C  -1.52291  1.86987  4.58311
H  2.77416  -3.62534  1.90575
H  3.12362  0.53279  1.26742
H  2.91221  -0.09218  -0.30385
H  1.33323  1.53420  0.31667
H  1.18374  0.38836  -1.55784
H  0.49793  -2.21416  -0.24119
H  1.92877  -1.72279  -1.06397
H  0.02689  -3.29015  -2.10301
H  -0.26831  -1.81303  -2.98169
H  0.63450  -3.77872  -4.40540
H  1.08905  -2.18878  -5.03720
H  -1.58227  -0.11200  -3.24095
H  -1.77177  1.55177  -2.88595
H  -0.42680  1.04658  -4.80852
H  0.47752  2.05800  -3.74795
H  3.63851  1.67858  -3.28053
H  3.12890  0.25236  -2.40271
H  5.34271  -0.33315  -3.11441
H  4.35686  -1.05561  -4.38406
H  5.14584  0.49764  -4.66196
H  -2.95717  0.04575  -1.58557
H  -2.53658  -0.17986  0.06349
H  -2.02278  2.12475  -0.71882
H  -3.45834  2.23483  0.49171
H  -3.03088  2.65150  2.58906
H  -4.09992  -0.05129  1.37390
H  -0.47690  4.66924  3.26425
H  -1.42022  -0.98411  1.28457
H  0.22904  -1.43351  1.35529
H  0.21411  -1.57238  3.79669
H  -1.68692  -1.77391  5.05890
H  -2.29724  -0.39919  4.14698
H  -2.73740  -2.01229  3.68427
H  1.16623  2.09086  2.70525
H  -0.11099  0.33579  4.81575
H  0.53383  1.88508  4.91841
H  -1.68102  1.80430  5.66188
H  -1.67652  2.91545  4.36985
H  -2.38562  1.34486  4.19983
N  -4.62289  2.50822  5.15732
O  -4.23670  3.10383  4.09774
O  -5.20895  3.14377  6.03072
O  -4.38499  1.29248  5.29006

---

Record 6
ORCA calculation (ωB97M-V/def2-TZVPD) on 2 unconnected molecules or ions with the total composition C4H13N2O.

lowest unoccupied orbital energy: -3.02 eV
relative energy (zero: lowest compared OMol25 entry of this formula, charge and spin): 52.7 kcal per mole
HOMO level: -13.3 eV
calculated total energy: -9379.29851 eV
charge: +1

Atoms and positions in Å:
C  -0.08616  -0.66134  0.94518
C  0.74266  0.63254  0.95154
C  1.99944  0.43784  0.05082
C  2.11949  -0.42699  -2.13067
N  1.87721  -0.63973  -0.91406
N  -1.04300  -0.64862  -0.23590
H  0.54309  -1.52839  0.79482
H  -0.70332  -0.74723  1.83585
H  1.14388  0.67588  1.96049
H  0.12005  1.46600  0.63632
H  2.86108  0.22343  0.67994
H  2.26529  1.37854  -0.44662
H  2.14212  0.54737  -2.64304
H  2.44879  -1.21966  -2.80282
H  -1.84330  -0.02789  -0.07042
H  -1.43494  -1.54311  -0.52265
H  -0.46801  -0.24603  -0.98004
H  -4.38412  0.33874  1.60841
H  -4.33323  1.41978  0.51086
O  -3.96701  0.56887  0.77200

---

Max |F| / eV/Å: 4.3 5.3 14.6 6.5 1.9 2.0